(1)
C6H6N | ωB97M-V/def2-TZVPD

The LUMO energy is -5.97 eV. The energy above the lowest of the compared OMol25 structures with the same formula, charge and spin is 458.75 kJ/mol. Its charge is +1. The calculation puts the maximum force at 4.99 eV/A.

Cartesian coordinates (Å):
H -0.1031 1.9291 0.1326
C -0.2067 -0.2867 0.3780
C 2.1828 -1.1869 -0.2189
H -2.8454 -1.2548 -0.5108
C -1.2521 0.2416 -0.7130
N -2.0074 -0.9876 -0.1251
C -1.1612 -1.3543 0.7760
H -1.0892 0.1669 -1.7474
C 1.0619 -0.6161 -0.0676
H 2.6119 -1.3820 -1.2277
H -1.5935 1.2472 1.1818
H 3.0184 -1.0814 0.4122
C -0.8461 1.1661 0.3525

(2)
H29O15 | ωB97M-V/def2-TZVPD

The LUMO energy is 2.17 eV. The energy above the lowest of the compared OMol25 structures with the same formula, charge and spin is 149.67 kJ/mol. Its charge is -1. The calculation puts the maximum force at 2.57 eV/A.

Cartesian coordinates (Å):
H -2.4525 -3.0650 -1.4518
H -2.4535 1.3562 2.3761
H 1.9954 -2.4587 -1.5495
O -0.9995 -1.9928 3.1143
O 2.7839 0.2360 0.9170
H 0.3016 2.9999 -2.7341
O 0.3530 2.6819 1.2850
O 2.2334 -0.9705 -5.1037
H 1.7843 -1.2284 -2.0650
O 2.0343 -3.5220 2.8718
H 0.1075 -0.5074 -0.2960
O -0.0288 -0.4794 -3.3542
H -2.0146 0.8298 1.2396
H -0.8028 -1.3004 2.4724
H 1.4843 -2.8986 2.3773
H 0.0977 -1.9824 0.5941
O -2.7118 1.5104 1.4525
H 1.1624 0.2732 5.4355
H 1.4368 -1.5005 -5.1252
H -0.9594 -2.8690 -1.2410
O -2.7963 3.9879 2.5592
H -2.3162 3.3175 2.0527
O 0.5196 -0.4490 5.3652
H -0.0891 2.7136 2.1345
O 0.6427 -1.4809 -0.0119
O -2.2034 1.2582 -2.0872
H -2.2701 0.3060 -2.2299
H 0.9326 4.2851 -2.4012
H 2.7111 -1.3508 -4.3568
O -1.7249 -2.4859 -1.6853
H 0.3025 -1.2622 -3.7775
H -1.6212 -1.5493 3.7018
H -2.4199 1.2017 -1.1451
H 0.8300 -0.7301 4.4885
H -2.4017 4.0692 3.4281
O -0.5626 0.5805 -0.0418
H 1.4098 -4.2536 2.9489
H 1.9270 0.6870 0.9652
H -0.5708 -0.8212 -2.6429
H -0.9112 1.0228 -0.8010
O 1.8220 -2.1122 -2.4390
H 2.4807 -0.5443 0.4334
H -0.1179 2.0228 0.7074
O 0.9282 3.6273 -3.1080

(3)
C3H5NO3 | ωB97M-V/def2-TZVPD

The SMILES is O=NOC/C=C/O. The LUMO energy is 0.20 eV. The energy above the lowest of the compared OMol25 structures with the same formula, charge and spin is 554.49 kJ/mol. The calculation puts the maximum force at 4.24 eV/A.

Cartesian coordinates (Å):
H 1.7259 -1.1306 0.3533
C 0.8650 -0.5593 0.1887
H 0.0899 1.4439 -0.2266
H -0.4179 -1.7694 -1.0402
H -0.3070 -2.1752 0.6041
O -2.9451 0.9120 -0.0735
H 2.1091 2.4460 -0.2177
C -0.4593 -1.3324 0.0358
C 0.9296 0.7869 -0.0005
O 1.9497 1.6661 0.2579
O -1.6482 -0.6990 0.4334
N -1.8918 0.4111 -0.3147

(4)
C43H58BClGeN6O4PTc | ωB97M-V/def2-TZVPD

The LUMO energy (alpha / beta) is -7.70 / -7.69 eV. The energy above the lowest of the compared OMol25 structures with the same formula, charge and spin is 236.02 kJ/mol. Its charge is +2. The calculation puts the maximum force at 3.35 eV/A.

Cartesian coordinates (Å):
C -2.5065 0.6106 -5.0956
H -2.3037 5.4202 -4.5559
H 1.6447 5.8593 -2.9747
H -1.0401 2.3966 3.2950
O 0.9154 2.0090 -1.0933
B 0.1361 -2.2287 1.8161
Cl -0.3117 2.8458 -0.8499
C -2.6742 -1.9821 -3.2008
H 3.9867 -2.4592 -1.7271
P 1.1909 2.0034 2.5744
H -1.0913 4.8059 3.7893
H 3.4710 2.2743 1.9581
H -3.6386 2.6156 2.0629
H 5.2508 -0.3381 -6.4871
H 4.7406 2.0220 -5.9824
C -2.6017 -0.1496 3.0636
H -0.4483 4.5886 2.1667
H -1.5536 -4.9273 -1.6729
H -4.7159 2.6287 0.6654
C -0.1059 2.9248 3.5006
H -2.8136 -1.5749 -4.1975
H 4.3428 -1.2211 -2.9292
H 1.8934 3.4204 -2.9205
C -1.1770 -4.0934 -1.1186
H 2.9230 3.5427 3.0602
C 4.0530 1.2447 -5.6860
H -0.5281 -2.3182 -4.9451
C -0.2532 4.4122 3.2182
H -3.3515 0.1610 3.7613
H 0.6457 4.9481 3.5085
C -3.9039 0.1895 -0.4338
H 2.6716 -2.5421 2.9777
H -0.7846 -4.8613 0.9370
C 2.6750 3.0060 2.1431
H 0.3983 0.0615 -6.7199
C -3.3888 0.3785 -6.1386
H -0.4554 6.8768 -3.7872
C -1.2307 3.6131 -4.1912
C 2.6181 3.9877 0.9827
C 3.0825 -0.8733 0.1999
H -3.0921 -1.3040 -2.4636
H -2.0300 2.9927 -4.5662
C -0.1680 -0.1443 -2.3101
N 1.7500 -1.0189 0.3038
C 2.8749 1.5798 -5.0358
C 2.6525 -1.9812 2.0659
C 4.3415 -0.0794 -5.9676
H -3.0158 0.4194 -1.0174
H 0.2023 -3.0107 2.6892
N -0.8547 -1.1173 2.1531
C 3.9037 -0.4313 -0.9723
Ge 0.1795 1.0554 -3.8970
H -1.1617 -0.3407 -8.5774
H 2.6432 2.6191 -4.8594
H 4.9469 -0.4886 -0.6424
H 1.8303 1.8276 5.6922
H -4.7660 0.6478 -0.9104
H -2.9706 2.6866 0.4236
H -0.9837 -3.8729 -4.2804
C -1.1328 0.4918 -5.2949
C -0.4907 -2.9305 -4.0467
H 2.9818 0.5035 5.5964
H 1.0714 0.1118 4.0537
H 2.3775 3.4822 0.0501
N -1.4818 -0.4447 1.1717
H -3.5931 -0.1277 -8.2126
C -1.5460 -0.0897 -7.5994
C 1.8880 0.7879 3.7809
H 3.6564 -2.1067 -5.8173
C 0.9769 3.8589 -3.2900
H -2.8844 0.8902 -4.1195
C -1.3811 4.9904 -4.1993
H 3.9447 1.7079 -0.6949
H -1.1818 -1.4292 4.2065
C -1.5074 -0.9483 3.3061
C -2.5779 0.1281 1.6885
C -2.9102 0.0330 -7.3924
C 3.6703 0.9913 -1.4666
C 1.9880 0.5905 -4.6413
H 3.3481 2.0301 4.8186
C -0.9715 -2.7942 -1.5773
H 3.5964 4.4524 0.8695
C 0.8287 5.2353 -3.3073
N 1.5070 -1.6922 1.4474
C -0.3497 5.8038 -3.7651
C -3.7602 2.2678 1.0380
H -4.0603 -0.8867 -0.3900
O 0.6251 1.1452 1.4756
O -1.3621 1.7775 -0.8247
O -0.2394 3.4549 0.4460
C 3.6837 -1.4691 1.3141
H 2.6677 -1.4831 -2.3975
C -0.7995 -4.0686 0.2144
C 2.2833 -0.7342 -4.9291
H 0.1316 2.7800 4.5556
H 4.2987 1.1755 -2.3355
C 2.5457 1.3319 5.0408
H 4.7317 -1.5324 1.5214
H -4.6166 0.4099 1.5675
H 1.8830 4.7686 1.1536
C -3.7489 0.7367 0.9824
H 0.5376 -3.1500 -3.7758
H -4.4515 0.4839 -5.9781
C 3.4507 -1.0707 -5.5915
C -1.2223 -2.2514 -2.9262
H -3.2218 -2.9224 -3.1415
H -0.6753 -1.1400 -2.8247
H 2.6332 1.1535 -1.7428
N -0.4027 -2.8359 0.5116
Tc -0.0029 0.0575 -0.3835
N -0.5077 -2.0462 -0.5620
C 3.7098 -1.4687 -2.0819
H 1.5936 -1.5122 -4.6446
C -0.0516 3.0404 -3.7376
C -0.6666 0.1418 -6.5551
H 2.6193 0.2017 3.2147

(5)
C22H38IrP2 | ωB97M-V/def2-TZVPD

Its expectation value of S² is 8.783. The LUMO energy (alpha / beta) is -4.80 / -9.25 eV. The energy above the lowest of the compared OMol25 structures with the same formula, charge and spin is 15.35 kJ/mol. Its charge is +2. The calculation puts the maximum force at 4.99 eV/A. Its spin multiplicity is 6.

Cartesian coordinates (Å):
C -1.4861 -0.1125 0.7516
H -5.0746 4.2046 -4.1250
C -3.8779 3.0358 -1.1399
H 4.7148 -3.2971 1.3205
C 0.7946 1.7616 0.1631
C 0.0925 -4.7990 0.8703
H -3.9903 2.1935 -3.1208
H -0.7036 0.0644 2.6913
H -0.3689 -2.9977 3.2512
H 1.6199 -0.8158 -0.4799
P 3.4001 -1.3700 0.6418
H 1.0257 2.8351 0.1876
H 0.2211 -1.0237 1.6835
H 0.9811 -4.1588 3.4482
H 1.7387 0.6600 1.7530
H 4.2407 -1.1935 -1.6423
H -1.4382 4.0143 -1.3200
H 0.1414 3.4257 -1.9274
C -3.1786 1.8197 -0.5404
H 1.3002 -2.3958 3.5130
H 5.7705 -1.0186 1.0624
H -5.6137 6.1807 -2.6872
C 4.1147 -2.0252 -0.9369
H 5.0971 -2.4666 -0.7147
C 0.6932 -3.1794 3.0415
C -4.8319 4.1883 -3.0537
H -2.4802 -0.8810 -1.0058
H -0.0759 -2.2146 -0.8745
H 0.3335 -5.5232 1.6605
H 0.5369 1.8356 2.2462
H 3.4667 -2.7896 -1.3856
H -3.3659 1.8152 0.5468
P 0.9475 -3.2014 1.1984
H 1.5025 -0.5884 -2.2241
H -0.6023 -1.3904 -2.3354
H -1.3852 3.0159 -2.7763
C -4.2278 3.0590 -2.4986
C 4.8566 -0.4329 1.2273
C -1.4979 -0.6346 -0.5806
C 2.6510 -3.9801 1.3131
H -3.9367 4.1112 0.7232
C 0.7584 1.0730 1.4895
H 3.7480 -2.6658 2.6824
C -5.1357 5.2978 -2.2550
C -0.9159 3.1714 -1.7937
C 3.7185 -2.9334 1.6136
H 4.9086 0.5090 0.6661
C 0.9913 -0.3848 -1.2776
C -0.3053 -0.0601 1.6756
C -0.3183 -1.2249 -1.2894
C 0.9198 1.0959 -1.1040
Ir -1.1939 1.5342 -0.7129
H 1.2619 1.7037 -1.9494
H -0.9908 -4.6227 0.8470
H 0.4259 -5.1888 -0.0992
H -3.6415 0.9115 -0.9603
H 2.8439 -4.5090 0.3652
H -2.4702 -0.0102 1.2337
H 2.6117 -4.7295 2.1171
C -4.8130 5.2667 -0.8832
C -4.1942 4.1366 -0.3359
H -5.0485 6.1216 -0.2513
H 4.7342 -0.2235 2.2963

(6)
C12H18AsNiOS4 | ωB97M-V/def2-TZVPD

Its expectation value of S² is 2.013. The LUMO energy (alpha / beta) is 2.69 / 2.67 eV. Its charge is -1. The calculation puts the maximum force at 0.50 eV/A. Its spin multiplicity is 3.

Cartesian coordinates (Å):
H -3.1558 1.7067 -0.8504
H -3.2265 3.1601 -1.8661
H -2.1689 3.1022 1.0350
C -0.4257 -4.1380 -0.3360
H -1.9277 -2.2237 1.5875
H -0.1177 -2.0777 -2.8724
H -0.2964 3.0744 -2.8457
S 3.6991 -1.0093 0.1174
O 6.5019 -1.6663 4.7645
C -1.9560 -1.7582 0.6027
C 0.2726 0.7717 -0.1627
C 4.1189 -1.1925 1.8131
S 5.8140 -1.3379 2.2372
C 3.2358 -1.2511 2.8235
C -0.9041 -1.8099 -2.1675
H -1.9815 -0.6758 0.7167
H -1.1345 4.5286 -2.2631
As -0.3241 -2.1975 -0.3526
H -1.4125 -4.4574 -0.6744
H -1.8175 -2.3573 -2.4037
C -2.5977 2.3180 -1.5617
Ni 1.4461 -0.6966 0.4054
S 3.8910 -1.4609 4.4350
C -0.5306 3.6676 -1.9606
C -0.4581 1.6782 -0.5187
H -2.8309 -2.1048 0.0514
H 0.4092 4.0264 -1.5404
C -1.6188 3.6831 0.2935
H -1.0753 -0.7359 -2.2206
H 0.3393 -4.5550 -0.9891
H -2.2263 4.5446 -0.0009
H -0.2492 -4.4965 0.6768
H -2.3870 1.7074 -2.4415
C 5.5981 -1.4790 3.9828
C -1.2915 2.8206 -0.9324
S 1.4912 -1.1497 2.6538
H -0.7030 4.0414 0.7640

(7)
C25H18AsNO4STi | ωB97M-V/def2-TZVPD

Its expectation value of S² is 0.767. The LUMO energy (alpha / beta) is -5.09 / -5.05 eV. Its charge is +1. The calculation puts the maximum force at 3.23 eV/A. Its spin multiplicity is 2.

Cartesian coordinates (Å):
H -0.6225 -0.9820 15.7244
As 2.3607 -1.9061 15.7441
H 2.5554 2.8792 19.1053
H 2.2808 -1.3209 12.6513
C 0.9988 -1.3739 14.3643
C 2.8558 -5.8359 20.7292
Ti 2.9872 -4.0679 18.4587
H -2.3858 -1.4592 14.2335
C -1.0964 -1.5736 12.4382
H -1.8711 -1.7154 11.6727
C 1.5315 -4.5963 16.7545
H 7.1234 -7.7629 20.1166
C 6.5087 -6.4258 18.5380
C 2.8792 -0.4032 18.1889
H 1.7407 1.0404 15.3358
H -1.7605 -3.3785 18.3613
C -0.3319 -1.2704 14.7319
H 5.1486 -7.5133 21.5098
H 0.6940 -6.5653 16.9568
C 5.2186 -6.9553 20.5726
C -0.7410 -5.0582 17.5038
H 1.8685 3.0478 16.6934
O 4.2885 -4.0146 16.8606
H -0.0621 -1.7109 17.6480
C 0.1102 -2.7749 17.4543
C 5.5590 -5.4322 18.2107
C 5.3363 -4.6985 16.9686
C 4.2242 -6.0465 20.1605
C 2.3063 -0.3236 16.8754
C -1.3664 -1.4519 13.8061
O 2.2231 -4.8328 19.9810
H 7.4242 -6.5888 17.9501
N 4.5268 -5.2441 19.0734
O 6.2474 -4.6932 16.0283
O 2.2868 -6.4321 21.6149
S 3.5091 -1.8622 18.9739
C 2.5578 1.9970 18.4700
H 0.5592 -1.6101 11.0305
H 2.2183 -4.9948 16.0138
C 1.2536 -1.4093 12.9878
C -0.8797 -3.6890 17.8123
C 6.3317 -7.1434 19.7529
C 2.1507 2.0739 17.1468
C 1.3021 -3.1862 16.8806
C 0.4764 -5.5171 17.1307
H -1.6486 -5.6896 17.5479
H 3.3632 0.6371 19.9734
H 6.0162 -4.1768 15.2094
C 0.2526 -1.5601 12.0621
C 2.0221 0.9240 16.3566
C 2.9356 0.7607 18.9735